Formula: C20H30As2CaF12O15
Source: the OMol25 dataset
Level of theory: ωB97M-V with the def2-TZVPD basis set

Geometry as XYZ:
```
80
Properties=species:S:1:pos:R:3:forces:R:3
Ca -0.40034 -0.81181 0.03250 -0.8108 0.1681 -0.2928
As 1.17035 -0.79421 3.52193 2.5512 0.5117 1.1662
F 1.76822 0.02554 4.95690 -0.2591 -0.5122 -0.5416
F 2.48942 -0.09492 2.57085 -0.5473 -0.1648 0.3643
F 0.58052 -1.49880 2.02012 -0.4626 -0.1284 0.1051
F -0.04482 -1.59430 4.45872 -0.1307 0.5164 -0.6171
F 0.24319 0.65376 3.17630 -0.3280 -0.6714 -0.0390
F 2.24420 -2.17134 3.78378 -0.8132 0.5938 -0.1910
As -3.55665 -3.24810 -0.08662 -1.1991 0.2861 0.1204
F -2.82706 -2.91662 1.46625 0.0217 -0.4451 -0.4903
F -2.48976 -4.60168 -0.40932 -0.3836 0.8179 0.2822
F -4.33719 -3.47578 -1.63163 0.7656 0.1434 0.1876
F -4.61253 -1.84665 0.13324 0.6318 -0.4423 -0.0160
F -2.31480 -2.12042 -0.78123 0.0431 -0.2959 -0.0666
F -4.77159 -4.26373 0.63892 0.6274 0.1383 -0.0267
C 4.25595 4.24297 0.40469 1.3573 -0.3751 1.3066
C 2.91549 3.82036 0.97754 1.4150 -0.1053 -1.0259
C 1.65257 4.19405 0.22216 0.9026 1.7149 0.2692
O 0.86886 3.05866 0.38687 -1.5802 -0.6904 -0.1749
C 1.66850 1.97709 0.50777 0.2055 0.7237 -0.5100
O 1.36010 0.86193 0.21386 -0.2943 -0.3235 0.2215
O 2.87887 2.37406 0.85367 0.4336 -0.1520 0.5467
H 5.05132 3.69104 0.93115 -0.4986 -0.7754 -0.0908
H 4.63999 5.18656 0.80588 -0.8511 0.6916 -0.9339
H 4.44308 4.01101 -0.63971 -0.3633 0.5489 -0.1830
H 2.92546 4.14270 2.01836 -0.5173 -0.4499 0.1585
H 1.77764 4.45290 -0.83755 0.3560 -0.5738 -0.0230
H 1.25422 5.12375 0.63908 -0.6296 -0.5100 0.3384
C 2.48553 -1.98078 -6.28240 2.3410 -0.0506 0.5262
C 2.27276 -0.97135 -5.16074 -1.9716 -1.4127 -0.9972
C 1.32267 0.16228 -5.51966 0.3581 1.0243 0.3891
O 0.55984 0.31552 -4.30361 0.6799 0.8973 0.1327
C 0.80724 -0.72702 -3.49910 -1.7575 -1.1912 -0.5303
O 0.30348 -0.90241 -2.43245 0.2668 0.5449 0.3828
O 1.46630 -1.68246 -4.17251 0.8414 0.4775 0.3740
H 3.06100 -1.62001 -7.13890 -0.5381 0.6066 -0.1010
H 1.60559 -2.52554 -6.60171 -0.2072 0.2038 0.1953
H 3.24627 -2.65972 -5.87847 -0.5255 -0.5423 0.0227
H 3.13900 -0.66747 -4.57677 0.3864 0.3065 -0.6883
H 0.61487 0.07777 -6.34363 0.0896 -0.8752 0.0123
H 1.88465 1.06918 -5.75754 -0.0755 0.1391 0.4453
C -2.74564 5.42740 -0.35245 -0.7227 0.4438 0.4007
C -3.18468 3.99376 -0.52814 0.4065 0.9572 0.4765
C -3.48730 3.65112 -1.99030 1.1089 -1.1445 0.5227
O -2.62801 2.49856 -2.18634 -0.9054 0.0425 -1.2030
C -1.93982 2.20540 -1.11511 0.4351 -0.2542 1.0831
O -1.27661 1.21332 -1.01784 0.2512 0.0548 0.0762
O -2.07295 3.14391 -0.15453 -0.4584 -0.4070 -0.6997
H -2.71810 5.63868 0.71743 0.6726 0.0645 -0.0611
H -3.50145 6.13137 -0.71375 -0.0872 -0.2285 -0.2660
H -1.82116 5.63934 -0.88640 0.1445 -0.0571 0.2364
H -3.95970 3.78999 0.21063 -0.3436 -0.2482 -0.4450
H -3.09650 4.39746 -2.67734 -0.4804 0.2442 -0.0204
H -4.49845 3.31184 -2.18958 -0.0875 0.3422 -0.0883
C -4.48249 -0.52099 5.41001 -1.2269 -0.2729 -0.4440
C -4.27034 0.27981 4.12661 1.3227 0.0348 1.1595
C -3.09555 1.25428 4.28277 -1.3624 0.2646 0.2462
O -2.54045 1.29483 2.98699 0.2157 0.0990 0.0152
C -2.86343 0.14571 2.36827 -0.1373 0.8692 -0.1197
O -2.36843 -0.14157 1.31851 0.3503 -0.5317 -0.2407
O -3.82950 -0.49608 3.01016 -0.0290 -0.7063 -0.2606
H -3.63210 -0.73257 6.05339 0.3707 0.2001 -0.4291
H -4.95994 -1.47208 5.16693 0.0399 -0.0143 -0.0178
H -5.22071 0.02686 6.00057 0.0918 0.0021 0.1247
H -5.16837 0.83522 3.85397 -0.1203 -0.3139 -0.2028
H -2.36545 0.90368 5.01038 0.0963 0.1880 -0.0375
H -3.57074 2.20452 4.53055 0.7992 0.2771 0.1481
C 3.77248 -6.12740 0.37719 0.1339 -1.3467 -0.9855
C 3.63826 -4.64804 0.17385 0.7604 -0.4650 0.6678
C 3.86959 -4.14887 -1.25072 -0.1315 -0.6500 -0.5608
O 2.68302 -3.40658 -1.54439 0.2873 0.7426 -0.8528
C 1.89726 -3.35563 -0.48252 -0.0496 0.5394 0.5801
O 0.95724 -2.61725 -0.34223 0.3409 -0.8317 -0.4514
O 2.33350 -4.18574 0.44085 -0.7243 -0.0843 1.2980
H 3.20205 -6.73267 -0.33677 -0.0905 0.3241 -0.1426
H 3.51961 -6.55940 1.34318 -0.0089 0.7021 0.2979
H 4.82292 -6.36783 0.18196 -0.0085 -0.0538 0.1041
H 4.35147 -4.24402 0.90220 -0.3979 0.7188 -0.1680
H 3.90439 -4.97706 -1.96295 0.0925 0.0264 0.0609
H 4.74362 -3.51923 -1.40208 -0.0777 0.1057 0.1908
```
Forces are in eV/Å.

## Properties
Max |F| ... 0.055 hartree/bohr
E_tot ... -224677.1206 eV
Spin multiplicity ... 1
Molar mass ... 928.34 g mol⁻¹
LUMO level ... -0.0016 Eh
HOMO energy ... -11.003 eV
Frontier orbital gap ... 10.96 eV